15
Properties=species:S:1:pos:R:3:lowdin_charge:R:1 method="wB97M-V/def2-TZVPD" homo_energy_ha=-0.3847 relative_energy_ev=0.836 smiles=BrC(Br)Br.ClCCl.ClCCl gap_ha=0.3566
C 1.115 1.679 0.221 -0.9006
Cl 0.042 0.676 1.220 0.4884
Cl -0.074 2.875 -0.550 0.4215
H 1.777 2.292 0.833 0.0305
H 1.552 0.992 -0.503 0.0169
C 0.638 0.430 -3.875 -1.1710
Cl 1.713 1.016 -5.087 0.5453
Cl 1.046 -1.091 -3.297 0.5824
H 0.589 1.105 -3.021 -0.0043
H -0.330 0.430 -4.376 0.0310
C -1.587 -2.006 3.588 -1.4378
Br -3.043 -3.177 2.708 0.4729
Br 0.154 -2.960 3.995 0.4885
Br -2.255 -1.098 5.201 0.5264
H -1.336 -1.163 2.945 -0.0902

=====

12
Properties=species:S:1:pos:R:3:lowdin_charge:R:1 method="wB97M-V/def2-TZVPD" homo_energy_ha=-0.5225 relative_energy_ev=1.530 gap_ha=0.2785 charge=+1
C -1.265 0.188 -0.583 -0.5310
C -0.232 1.232 -0.568 -0.2881
C 0.253 1.504 0.650 -0.0086
P 1.402 -1.328 0.207 0.1637
Br 2.637 -3.059 -0.547 0.2560
Br 0.676 -2.168 2.178 0.2769
Br -0.727 -1.526 -1.427 0.7381
H -2.200 0.336 -1.104 0.0682
H -1.424 -0.098 0.497 0.0744
H -0.055 1.788 -1.521 0.1358
H 0.131 0.740 1.480 0.0506
H 0.804 2.390 0.738 0.0639

=====

11
Properties=species:S:1:pos:R:3:lowdin_charge:R:1 method="wB97M-V/def2-TZVPD" homo_energy_ha=-0.3421 relative_energy_ev=2.070 gap_ha=0.3502
C 2.726 1.480 -0.650 -0.1040
C -0.745 1.389 -1.123 -0.1115
C -0.619 0.693 0.035 -0.7546
N 3.024 0.470 -0.160 0.0010
Br -3.337 -2.294 -3.540 0.2213
I -0.344 -1.362 0.111 0.7450
H -0.665 0.650 -1.899 0.0272
H -0.794 2.416 -1.084 0.0327
H -2.751 -3.579 -3.038 -0.2230
H -0.669 1.170 1.090 0.0569
H 2.975 -0.475 0.368 0.1089

=====

12
Properties=species:S:1:pos:R:3:lowdin_charge:R:1 method="wB97M-V/def2-TZVPD" homo_energy_ha=-0.5144 relative_energy_ev=2.276 gap_ha=0.3221 charge=+1
C -0.944 -2.313 0.227 -0.0053
C -2.381 -0.681 0.117 -0.5964
C -0.252 1.284 0.280 -0.0391
N -2.225 -1.935 0.143 0.0817
N -0.075 -1.207 0.229 0.1049
N -0.641 -0.040 0.019 -0.0721
Br -3.794 0.433 -0.196 0.9378
H -0.675 -3.263 0.458 0.1101
H 0.223 1.338 1.257 0.1053
H 0.405 1.635 -0.525 0.1131
H -1.212 1.838 0.232 0.0877
H 0.870 -1.195 0.504 0.1723

=====

12
Properties=species:S:1:pos:R:3:lowdin_charge:R:1 method="wB97M-V/def2-TZVPD" homo_energy_ha=-0.5596 relative_energy_ev=0.574 gap_ha=0.3832 charge=+1
C -0.363 -0.791 0.270 -0.5607
C -2.350 0.583 0.136 -0.0098
C 2.343 0.017 -0.680 -0.2956
N 3.038 -0.697 -0.046 0.1996
O 0.419 -1.640 0.347 0.1959
O -1.580 -0.617 0.218 0.0567
Br 0.716 1.224 0.209 0.8702
H -3.363 0.274 -0.111 0.1198
H -1.961 1.238 -0.645 0.0847
H 2.312 0.281 -1.718 0.0961
H 3.135 -0.969 0.918 0.1277
H -2.346 1.095 1.101 0.1153

=====

11
Properties=species:S:1:pos:R:3:lowdin_charge:R:1 method="wB97M-V/def2-TZVPD" homo_energy_ha=-0.3746 relative_energy_ev=3.378 smiles=BrOC[C@H]1CO1 gap_ha=0.3515
C -1.674 -0.216 0.106 -0.0979
C -0.230 -0.199 0.548 -0.2573
C 0.963 -0.166 -0.326 -0.2877
O -1.099 -1.390 0.720 -0.0650
O 1.156 1.259 -0.459 -0.6569
Br 2.954 1.614 -0.758 0.7462
H -2.484 0.177 0.769 0.1227
H -1.947 -0.244 -0.922 0.0960
H -0.173 0.273 1.493 0.1291
H 0.680 -0.502 -1.391 0.1561
H 1.854 -0.606 0.219 0.1147

=====

12
Properties=species:S:1:pos:R:3:lowdin_charge:R:1 method="wB97M-V/def2-TZVPD" homo_energy_ha=-0.1718 relative_energy_ev=0.000 smiles="C=C[P@@](=O)([O-])CBr" gap_ha=0.2996 charge=-1
C -0.679 -0.572 -0.362 -0.0812
C -0.380 0.160 0.669 -0.2935
C 0.846 1.944 -1.133 -0.6824
O -1.800 2.374 0.238 -0.3735
O 0.276 2.643 1.660 -0.4153
P -0.471 1.914 0.582 0.2645
Br 0.016 2.707 -2.728 0.4216
H -0.406 -1.568 -0.638 0.0466
H -0.982 0.106 -1.128 0.0281
H 0.057 -0.088 1.676 0.0821
H 1.180 0.915 -1.441 -0.0110
H 1.668 2.724 -0.872 0.0141

=====

10
Properties=species:S:1:pos:R:3:lowdin_charge:R:1 method="wB97M-V/def2-TZVPD" homo_energy_ha=-0.3517 relative_energy_ev=2.059 smiles="C=C=CBr.S" gap_ha=0.3647
C -0.872 -0.988 0.075 -0.2345
C -0.959 -0.443 1.265 -0.5415
C -0.837 -1.602 -1.046 0.0124
S 2.317 2.964 -0.542 0.4949
Br -2.646 -0.485 2.265 0.5844
H 1.651 1.767 -0.669 -0.2027
H -0.121 -0.075 1.863 0.0502
H -1.236 -1.145 -1.922 0.0619
H 3.512 2.681 -0.257 -0.2939
H -0.809 -2.674 -1.031 0.0688

=====

12
Properties=species:S:1:pos:R:3:lowdin_charge:R:1 method="wB97M-V/def2-TZVPD" multiplicity=2 homo_energy_ha="-0.1820 / -0.3560" relative_energy_ev=1.132 s_squared=0.750 gap_ha="0.1925 / 0.3618"
H 0.250 -1.663 -0.862 0.1736
O -1.307 -0.981 0.425 -0.0392
C 0.014 -0.893 -0.055 -0.5946
C -1.725 0.303 0.861 -0.1667
O 0.988 -1.233 0.789 -0.4169
O 0.200 0.541 -0.358 -0.2937
C -1.033 1.221 -0.132 -0.1730
H -1.389 0.501 1.893 0.1218
H -2.818 0.354 0.819 0.1314
H -0.827 2.224 0.257 0.1191
H -1.591 1.295 -1.076 0.1304
Ca 2.033 0.515 1.014 1.0080

=====

9
Properties=species:S:1:pos:R:3:lowdin_charge:R:1 method="wB97M-V/def2-TZVPD" homo_energy_ha=-0.3413 relative_energy_ev=1.437 gap_ha=0.3822
C 0.143 -0.368 0.195 -0.2958
C -0.817 0.093 0.980 -0.6028
C 0.727 0.378 -0.934 -0.1436
Cl -1.763 -0.967 1.999 0.5519
H 0.472 -1.736 0.314 0.2044
H -1.221 1.029 1.058 0.0248
H 0.677 1.461 -0.579 0.1056
H 1.670 -0.145 -1.181 0.0735
H 0.113 0.255 -1.851 0.0821